No. 1
Entry from OMol25: a structure of composition C27H33O2Tl in a non-equilibrium geometry (ωB97M-V with the def2-TZVPD basis set).

Atoms and positions in Å:
Tl 2.43 1.43 -1.74
O -2.35 0.57 -2.98
O 1.40 0.76 -6.87
C 0.67 2.40 3.99
C 0.41 2.30 5.36
C 2.54 0.90 4.24
C 1.13 -0.03 -8.08
C 2.30 0.81 5.62
C 0.93 1.19 -9.01
C -2.83 -0.46 0.41
C -1.83 1.62 0.27
C 0.93 -1.94 -0.78
C 2.13 1.63 0.73
C -1.37 1.62 -3.19
C 1.26 1.55 6.19
C -1.20 0.89 1.30
C 1.32 1.96 -7.76
C -0.83 1.54 -4.63
C -1.82 -0.38 1.42
C 2.28 -0.90 -8.56
C -1.94 -0.50 -3.86
C 1.74 1.69 3.39
C 1.97 1.67 1.96
C -1.37 0.17 -5.12
C 0.52 -2.18 0.55
C -2.81 0.77 -0.32
C 1.58 -1.82 1.43
C 2.63 -1.30 0.63
C -0.13 -0.86 -8.06
C 2.26 -1.43 -0.74
H 0.54 2.65 -7.42
H -0.11 1.30 -9.34
H 0.26 1.63 -4.79
H 3.52 -0.80 1.00
H -0.62 -0.45 -5.61
H -0.52 1.55 -2.45
H -0.45 -2.59 0.84
H -3.43 0.99 -1.17
H -1.09 -1.01 -3.37
H 3.20 -0.32 -8.69
H -1.57 -1.15 2.16
H -1.36 2.33 -5.21
H -1.85 2.60 -3.02
H -3.49 -1.30 0.21
H -1.02 -0.27 -7.84
H 3.36 0.33 3.80
H 1.57 -1.91 2.51
H -2.76 -1.21 -4.02
H 2.29 2.48 -7.87
H -0.31 1.20 1.85
H 2.44 -1.73 -7.86
H -0.42 2.85 5.80
H 2.91 0.18 6.25
H -2.17 0.35 -5.85
H -0.07 -1.69 -7.36
H 2.91 -1.27 -1.60
H 1.98 -1.33 -9.52
H 1.63 1.22 -9.86
H -1.63 2.66 0.00
H 0.35 -2.11 -1.69
H 0.03 3.01 3.36
H 1.13 1.57 7.28
H -0.24 -1.29 -9.07

Properties
HOMO (spin up / spin down) = -7.386 / -7.456 eV
Charge = 0
Relative energy (zero: lowest compared OMol25 entry of this formula, charge and spin) = 0.6062 eV

No. 2
Entry from OMol25: a cluster of 2 separate species, C5H14O in total in a non-equilibrium geometry (ωB97M-V with the def2-TZVPD basis set).

Atoms and positions in Å:
O -0.74 0.07 2.69
C -1.76 -1.99 2.01
C 1.10 1.52 -1.55
C 0.04 0.43 -1.39
C -1.70 -0.46 1.82
C 2.42 0.94 -2.02
H -0.68 0.86 -0.69
H 1.28 2.12 -0.65
H 2.81 0.11 -1.44
H 0.50 -0.40 -0.81
H -0.26 -0.22 -2.20
H -2.72 -2.50 1.94
H 0.21 -0.05 2.56
H -1.21 -2.57 1.25
H -2.66 -0.07 2.18
H -1.37 -2.23 2.99
H 3.25 1.64 -2.17
H 2.37 0.63 -3.08
H -1.60 -0.15 0.79
H 0.74 2.31 -2.22

Properties
HOMO = -10.350 eV
Charge = 0
Relative energy (zero: lowest compared OMol25 entry of this formula, charge and spin) = 1.4449 eV
SMILES = CCC.CCO

No. 3
Entry from OMol25: an isolated molecule of C4H8N2 in a non-equilibrium geometry (ωB97M-V with the def2-TZVPD basis set).

Atoms and positions in Å:
N -1.13 -0.77 1.71
N 0.17 -2.33 -1.08
C 0.11 -1.54 -0.23
C -0.21 0.85 -0.05
C 0.77 1.11 -1.35
C -0.03 -0.47 0.78
H 0.51 2.05 -1.89
H -0.80 -1.12 2.60
H 0.90 -0.45 1.35
H -1.78 -1.47 1.33
H 0.27 1.76 0.24
H -1.28 0.88 -0.32
H 1.85 1.23 -1.11
H 0.64 0.26 -2.00

Properties
HOMO = -10.151 eV
Charge = 0
Relative energy (zero: lowest compared OMol25 entry of this formula, charge and spin) = 1.4717 eV
SMILES = CC[C@@H](N)C#N

No. 4
Entry from OMol25: a structure of composition C21H27CsN4O5SSi in a non-equilibrium geometry (ωB97M-V with the def2-TZVPD basis set).

Atoms and positions in Å:
Cs -1.05 0.09 1.50
S 1.78 -0.17 0.27
Si -0.13 5.53 -0.28
O -4.02 0.56 1.44
O -2.72 1.75 4.45
O -5.91 -0.73 -1.19
O -3.72 -0.25 -1.15
O -2.51 -0.27 3.47
N 0.47 -3.46 -1.00
N 2.90 -2.54 -0.35
N 0.54 -2.46 -0.30
N 4.05 -1.86 -0.16
C -3.02 0.86 3.64
C 6.42 -1.79 0.15
C -0.99 -5.32 -1.41
C -2.25 -5.90 -1.53
C -0.94 4.00 -0.64
C -4.81 -0.15 -0.65
C 5.25 -2.52 -0.12
C -3.26 -3.76 -1.10
C 7.75 -3.79 -0.04
C -5.14 0.60 0.62
C 5.35 -3.90 -0.35
C 1.83 -1.84 -0.16
C -3.39 -5.12 -1.37
C -0.86 -3.97 -1.10
C -2.00 -3.18 -0.97
C 1.57 5.56 0.60
C 6.59 -4.51 -0.31
C -4.21 1.20 2.70
C 0.27 6.56 -1.85
C 7.65 -2.42 0.19
C -1.21 6.63 0.82
H -0.74 7.60 1.04
H -1.65 3.58 0.07
H 3.95 -0.88 0.10
H -2.17 6.82 0.33
H -1.42 6.13 1.77
H 2.29 4.94 0.06
H 1.99 6.57 0.68
H -5.61 -1.13 -2.02
H 6.65 -5.58 -0.49
H -0.09 -5.90 -1.53
H 8.72 -4.29 -0.01
H -0.65 6.73 -2.41
H 4.45 -4.45 -0.55
H 1.48 5.14 1.61
H -4.29 2.28 2.57
H 8.54 -1.84 0.40
H -1.90 -2.12 -0.77
H 6.35 -0.72 0.34
H 0.95 6.00 -2.49
H 0.73 7.52 -1.62
H -2.34 -6.95 -1.76
H -6.02 0.15 1.08
H -0.48 3.25 -1.29
H -4.14 -3.15 -0.98
H -5.12 0.82 3.18
H -4.37 -5.56 -1.47
H -5.39 1.64 0.34

Properties
HOMO = -0.001 eV
Charge = -2
Relative energy (zero: lowest compared OMol25 entry of this formula, charge and spin) = 1.1006 eV

No. 5
Entry from OMol25: a cluster of 2 separate species, C2H4N2O3 in total in a non-equilibrium geometry (ωB97M-V with the def2-TZVPD basis set).

Atoms and positions in Å:
O 2.58 -0.04 -0.07
O -0.63 -0.98 -0.76
O -0.57 1.17 0.10
N 0.59 1.13 -0.64
N 0.51 -0.96 0.03
C 1.41 -0.01 -0.14
C -1.50 -0.02 0.04
H -2.58 0.29 -0.39
H -1.77 -0.25 1.15
H 1.27 1.85 -0.03
H 0.68 -2.18 0.70

Properties
HOMO = -9.299 eV
Charge = 0
Relative energy (zero: lowest compared OMol25 entry of this formula, charge and spin) = 8.3075 eV

No. 6
Entry from OMol25: a structure of composition C4H5NO2 (ωB97M-V with the def2-TZVPD basis set).

Atoms and positions in Å:
O -0.67 -2.08 0.20
O -2.69 0.48 -0.23
N -0.53 1.18 0.41
C 0.54 0.14 0.57
C -0.55 -0.90 0.24
C 1.67 0.26 -0.43
C -1.42 0.31 0.08
H 2.23 1.18 -0.25
H 1.28 0.29 -1.45
H -3.12 -0.37 -0.40
H 0.92 0.10 1.59
H 2.35 -0.59 -0.33

Properties
HOMO = -10.317 eV
Charge = 0
Relative energy (zero: lowest compared OMol25 entry of this formula, charge and spin) = 1.5472 eV